{"formula": "C3H2BeLiO2", "method": "wB97M-V/def2-TZVPD", "species": ["Be", "C", "Li", "H", "H", "O", "C", "O", "C"], "coordinates": [[-1.37083, -0.06604, 2.07423], [1.17770, -0.14966, -0.54391], [-1.30139, 1.23452, -0.69317], [1.62264, -1.05687, -0.94545], [1.46617, 1.84305, -0.99015], [0.22528, -1.12420, 0.88515], [0.80781, 0.97092, -1.01866], [-1.66958, -0.31412, 0.70168], [-0.95779, -1.33760, 0.53029]], "mulliken_spin": [0.028, 0.004, 0.002, -0.001, 0.004, 0.165, 0.151, -0.018, 0.666], "charge": 2, "lumo_energy_ev": [-12.583, -13.030], "total_energy_ev": -7819.1652, "gap_ev": [6.60, 5.97], "multiplicity": 2, "largest_force_ev_per_a": 6.36, "homo_ev": [-19.18, -19.00]}



{"formula": "C35H44F3N6OP", "method": "wB97M-V/def2-TZVPD", "species": ["C", "C", "C", "H", "C", "H", "N", "H", "H", "H", "H", "H", "C", "H", "H", "C", "H", "C", "O", "C", "N", "H", "H", "C", "H", "F", "H", "C", "H", "H", "H", "H", "C", "H", "H", "C", "C", "H", "C", "C", "H", "H", "N", "H", "F", "H", "C", "C", "C", "H", "C", "H", "F", "H", "C", "H", "H", "C", "H", "C", "H", "C", "C", "H", "H", "C", "H", "C", "H", "C", "C", "C", "C", "N", "C", "P", "C", "H", "H", "H", "N", "H", "C", "H", "C", "H", "H", "N", "H", "C"], "coordinates": [[5.36677, 2.18397, 1.92407], [2.46095, 5.39313, 0.14123], [4.54446, 2.42460, 2.99406], [-1.17300, 3.87019, -0.67308], [-3.43135, -3.52866, 3.07103], [-2.92274, -3.97937, 5.21108], [-3.18926, -6.78177, 4.58437], [6.30168, 2.67925, 1.72226], [-2.71826, -5.96296, 4.24013], [0.83107, 2.18700, 1.25421], [2.82616, -0.81134, -8.30528], [5.16960, 7.24834, -0.05431], [1.51814, -3.78151, -7.66084], [-1.41843, 3.08351, 5.88743], [2.65426, 7.18791, -1.08562], [-0.88437, 2.58574, 3.88138], [-1.32371, -1.81593, 4.96631], [3.57415, 0.83742, 1.74827], [-0.55338, 0.68361, 0.94769], [-4.05556, -7.55131, 3.85973], [1.35079, -1.66865, -7.02778], [-2.57935, 0.27356, -6.13242], [5.12809, 0.75224, 0.21877], [-0.90451, 2.37365, 5.25208], [2.67767, 1.56788, 3.51639], [-3.21791, 3.87600, -2.99033], [3.16126, 3.92306, 1.50008], [-3.05809, -7.29666, 5.84367], [-3.96623, -9.03766, 6.79518], [4.63633, 3.11064, 3.81916], [-5.17869, -9.34725, 4.38351], [0.08081, -3.10315, -6.09583], [4.52450, 5.44156, 0.98547], [1.46478, 5.01630, -0.00475], [-2.12251, 1.13637, -0.29397], [-0.28357, 1.26260, 5.79333], [-1.10863, 0.73041, -0.36379], [1.35301, -4.84327, -7.73510], [-0.23357, 1.69511, 3.04384], [0.85777, -2.92484, -6.81924], [2.81791, 0.11968, 1.47721], [-2.06651, -0.82511, -1.48210], [3.34065, 4.76249, 0.97556], [-1.61553, -0.95087, 2.63099], [-2.74175, 1.75735, -3.08843], [-0.87065, 2.72106, 1.28134], [-0.83728, 1.48750, -5.63171], [3.08824, 6.48861, -0.39069], [4.75116, 1.17631, 1.13412], [-4.29071, -7.31082, 2.83709], [-1.97524, -2.27400, 4.24183], [0.98726, 2.46323, -6.05275], [-3.50070, 2.61327, -1.25426], [-0.25390, 1.05660, -2.31515], [-2.67620, 2.85453, -2.29926], [-0.31637, -0.95825, -1.45605], [-2.41384, -6.83192, 6.57031], [0.38360, 0.57774, 3.59668], [-1.41799, 0.15357, -8.58590], [-2.97923, -2.52011, 2.26201], [-1.21605, -1.40732, -0.01712], [-1.65255, 0.73257, -6.43368], [4.40265, 6.52018, 0.14968], [0.87625, -0.13722, 2.94558], [-4.14461, -4.28766, 2.79361], [2.31560, -1.70641, -7.99353], [-0.31110, 1.10115, 6.86321], [-4.48672, -8.57162, 4.66570], [3.12762, -3.36100, -9.16286], [0.35827, 0.35947, 4.96122], [-2.78971, -3.37145, 4.33084], [-1.04881, 0.67551, -7.71940], [0.11023, 1.40159, -7.65815], [-2.09825, -1.76395, 2.98094], [-1.18738, -0.70706, -0.84918], [-0.88708, 3.25246, -1.90425], [2.44613, -3.00614, -8.40800], [0.84781, -0.51215, 5.37927], [0.72132, 1.72774, -1.03575], [5.35132, 5.09967, 1.58192], [0.23154, 1.89164, -6.38462], [-3.21080, -2.28137, 1.23812], [-0.18769, 1.91340, 1.55727], [-0.94040, 1.77903, -4.60285], [-3.85237, -8.40958, 5.92763], [0.85846, 1.60411, -8.40527], [1.03266, -0.83673, -6.56202], [3.45367, 1.60329, 2.87623], [-1.38075, 3.45233, 3.45949], [-0.31136, 1.59496, -1.36726]], "lowdin_charge": [-0.119, -0.149, -0.154, -0.048, -0.112, 0.085, 0.007, 0.095, 0.107, 0.116, 0.101, 0.089, -0.116, 0.108, 0.089, -0.027, 0.092, -0.144, -0.133, -0.144, 0.009, 0.094, 0.094, -0.069, 0.118, 0.072, 0.109, -0.145, 0.087, 0.114, 0.088, 0.104, -0.143, 0.083, 0.123, -0.080, -0.417, 0.087, -0.204, -0.142, 0.103, 0.090, 0.018, 0.114, 0.065, 0.112, -0.143, -0.112, -0.096, 0.103, -0.128, 0.146, 0.072, 0.060, -0.804, 0.084, 0.104, -0.086, 0.097, -0.136, 0.068, -0.099, -0.108, 0.116, 0.088, -0.148, 0.107, -0.115, 0.087, -0.097, -0.122, -0.111, -0.157, 0.028, -0.020, 1.027, -0.116, 0.111, 0.083, 0.097, 0.008, 0.102, -0.162, 0.064, -0.115, 0.109, 0.115, 0.015, 0.116, -0.361], "charge": 0, "lumo_energy_ev": 0.298, "smiles": "C[C@H](CPC(F)(F)F)OCc1ccccc1.c1cc[nH]c1.c1cc[nH]c1.c1cc[nH]c1.c1cc[nH]c1.c1cc[nH]c1.c1cc[nH]c1", "total_energy_ev": -65436.5284, "gap_ev": 8.45, "largest_force_ev_per_a": 0.33, "homo_ev": -8.15}



{"formula": "C43H80N10O9", "method": "wB97M-V/def2-TZVPD", "species": ["H", "H", "H", "N", "H", "H", "H", "O", "H", "H", "H", "N", "C", "H", "N", "H", "O", "C", "H", "H", "H", "H", "H", "H", "H", "C", "C", "H", "H", "H", "H", "C", "H", "O", "H", "C", "C", "H", "C", "H", "N", "C", "H", "H", "N", "H", "H", "O", "C", "O", "H", "C", "H", "C", "C", "C", "H", "H", "H", "H", "H", "H", "C", "H", "H", "C", "H", "H", "O", "C", "C", "H", "C", "H", "C", "H", "C", "N", "C", "H", "N", "C", "N", "H", "N", "H", "H", "C", "H", "H", "H", "H", "C", "H", "H", "C", "O", "C", "H", "H", "C", "C", "H", "H", "N", "C", "H", "H", "H", "H", "C", "H", "H", "H", "H", "H", "H", "O", "H", "C", "H", "H", "C", "C", "C", "C", "C", "H", "H", "H", "C", "C", "O", "H", "C", "H", "H", "C", "H", "C", "C", "H"], "coordinates": [[-2.16788, -4.33479, -5.12490], [-5.68985, -3.72275, -2.09977], [-2.56642, 3.92046, -4.09896], [3.77701, 1.93020, 4.70702], [-2.18695, 2.81051, 1.09448], [-1.40211, 8.28664, 0.75509], [-6.07673, -1.92774, -2.12685], [-3.67580, 3.74103, -6.51629], [0.71259, 2.29614, -2.83693], [-4.79929, 6.31140, -4.86427], [2.35851, 0.59945, 6.20107], [-2.00717, 0.86881, -4.37427], [-4.55437, -2.42423, -0.79494], [-0.27201, 2.52308, 5.58040], [-3.53648, -4.89048, 3.11809], [-3.72935, -4.34968, -0.95359], [0.94417, 8.52814, -0.28787], [0.57820, -4.17044, 0.69126], [-1.53445, -3.74227, 5.13378], [1.47778, 5.66701, 0.10188], [-1.96695, -2.23498, 4.31006], [3.13928, 1.87367, 1.58106], [4.61905, -5.96437, -2.65464], [2.41311, -3.33071, 2.04661], [4.79318, 2.41472, 2.12479], [-0.82051, 7.36558, 0.71644], [0.05127, 4.14771, -3.56697], [-0.07605, 3.46604, -1.68114], [5.09933, 3.89393, 6.55571], [0.60965, -0.12488, -5.96188], [-1.65872, 0.35443, -1.02201], [1.02227, 6.20714, -0.72810], [3.27354, -4.72844, 2.49170], [3.19227, 3.00532, -1.94031], [3.62554, -7.21954, -3.59073], [0.42691, 2.48528, 4.74483], [1.72365, -5.48286, -2.75554], [-4.23002, 3.33260, -3.88548], [-2.79479, -4.14863, 3.56464], [1.43518, -3.10068, -6.06376], [-8.09920, -1.53416, 1.73609], [-0.27193, 0.41854, -6.30189], [-1.61090, 6.71542, 0.34138], [5.44529, 4.69009, 0.08778], [4.76216, -1.97926, -2.92850], [-0.20870, -1.04636, 1.91236], [-4.02839, 6.38394, -6.34977], [0.63921, 1.01764, -0.34627], [4.35837, 4.68290, 0.16936], [-0.18581, -2.12746, -4.61290], [-2.47785, -3.01684, -0.76767], [2.68036, -6.21559, -1.97276], [1.12992, -4.71746, -5.47505], [4.33237, 2.32432, 5.64352], [-5.30927, -2.70135, -2.10161], [-7.07636, -1.25587, 2.18813], [4.34437, -7.51841, -1.98548], [-0.12294, -4.79158, 0.11263], [0.68766, -5.62128, -2.44625], [3.30099, -3.12750, 5.65020], [4.29866, -1.76309, 5.69381], [-0.92799, -5.21424, -4.25420], [0.90616, -6.28131, 1.97972], [-6.01562, -1.11032, 3.91417], [1.76287, -5.78803, -3.80122], [2.28717, -1.27915, -2.31116], [2.84021, 1.72349, -0.30108], [0.71536, 1.43768, 4.65863], [1.09896, -1.97813, 6.39676], [0.10124, 3.20778, 3.55401], [-4.06269, 4.47145, -5.59235], [-1.05985, 2.71876, -2.74586], [2.19447, -0.06588, 7.04872], [2.13371, -1.11037, -1.24529], [-0.03243, 3.07982, -2.69949], [-4.70210, -2.49714, -2.98352], [0.65611, -3.85290, -5.93996], [-0.12912, 3.78877, 2.52360], [-4.75711, 5.77648, -5.81305], [6.10067, 2.40504, 6.71944], [-4.57743, 4.92565, 1.51529], [-5.86609, -0.87631, 2.86014], [0.18374, 5.03145, -4.29524], [1.17019, 0.18810, 7.32157], [3.81601, 3.34272, 0.32402], [-4.96740, -1.33545, 2.44826], [2.07635, -4.47409, -2.97022], [3.33482, 2.61357, -0.71980], [-0.93705, -1.24772, -0.98383], [3.29972, 3.33459, 2.37507], [-3.67007, 4.99913, -3.42140], [1.76024, 6.49418, -1.47717], [3.88569, -6.77046, -2.63223], [-5.70419, 5.69870, -6.34697], [-1.76875, -3.92505, -3.38921], [-1.29800, -0.43134, -0.35827], [-4.67343, -1.44736, -0.03472], [-3.43661, -3.42768, -0.45129], [1.05257, 0.20410, 2.19607], [0.07303, 1.29864, -6.84460], [5.09565, 2.82441, 6.76599], [-0.13556, 0.22917, 0.27002], [-0.60726, 6.89031, 1.67392], [-3.27079, -3.57523, 0.61587], [1.27111, -4.93687, 1.58941], [2.25792, -4.33648, 2.43704], [-0.67948, 0.58801, 2.29143], [1.93103, -0.37056, -2.79668], [1.71363, -6.90791, 2.35850], [3.81881, -2.38313, 7.33321], [3.53914, -2.27428, 6.28534], [4.03713, 5.28895, -0.67777], [2.79580, 0.23980, 7.90491], [-2.85684, 3.24205, -0.49526], [0.27606, -4.03394, -6.94540], [1.90102, -4.14466, 3.44893], [4.14078, 5.26880, 1.06238], [2.43486, -6.43949, -0.77708], [0.29594, 5.61681, -1.28672], [-0.28122, -3.29796, -4.92902], [1.21125, 3.14274, 5.11988], [0.15810, -6.74959, 1.34002], [3.84292, 2.70092, 1.67401], [-3.61988, 4.19465, -4.15515], [-3.65478, 4.41155, 1.07262], [0.07187, -0.00307, 1.76779], [2.17871, -1.45928, 6.52594], [-1.71098, 4.25100, 0.33742], [-0.91692, -3.40371, 3.55577], [-5.74919, 0.17722, 2.60612], [-1.80922, -3.30489, 4.17394], [0.37657, 7.46509, -0.13740], [0.69910, -2.98634, 0.50468], [-0.67846, -0.17404, -7.12145], [-2.58912, 3.62355, 0.49006], [0.43999, -6.15543, 2.95693], [1.65823, -2.14826, -2.50402], [-1.39333, -4.23476, -4.36453], [4.53328, 2.61007, 7.67477], [-1.28591, 0.58554, -5.20322], [3.67756, -1.66794, -2.68825], [-2.09546, -0.93843, 0.18490]], "lowdin_charge": [0.087, 0.084, 0.040, 0.166, 0.058, 0.090, 0.084, 0.032, 0.085, 0.070, 0.032, 0.148, -0.417, 0.091, 0.144, 0.074, 0.062, -0.333, 0.090, 0.076, 0.086, 0.062, 0.100, 0.082, 0.074, -0.030, -0.341, 0.068, 0.093, 0.059, 0.091, -0.007, 0.097, -0.058, 0.089, -0.089, -0.030, 0.088, -0.299, 0.089, 0.127, -0.061, 0.062, 0.084, 0.109, 0.055, 0.094, 0.002, -0.060, 0.040, 0.056, -0.496, 0.060, -0.263, -0.008, -0.308, 0.089, 0.133, 0.094, 0.062, 0.068, 0.059, -0.066, 0.087, 0.068, -0.057, 0.095, 0.070, 0.053, -0.241, -0.463, 0.054, -0.039, 0.061, -0.104, 0.085, -0.016, 0.164, -0.025, 0.095, 0.130, -0.080, 0.158, 0.082, -0.165, 0.057, 0.094, -0.275, 0.082, 0.059, 0.072, 0.086, -0.010, 0.089, 0.069, -0.012, 0.016, -0.024, 0.076, 0.082, -0.044, -0.432, 0.086, 0.056, -0.185, -0.066, 0.072, 0.081, 0.093, 0.081, 0.009, 0.081, 0.085, 0.079, 0.097, 0.081, 0.082, 0.047, 0.048, -0.467, 0.076, 0.096, -0.064, -0.030, -0.285, -0.015, -0.465, 0.042, 0.066, 0.089, -0.066, -0.487, 0.010, 0.073, -0.093, 0.075, 0.048, 0.002, 0.086, -0.249, -0.260, 0.070], "charge": 0, "lumo_energy_ev": -0.255, "total_energy_ev": -79210.3386, "gap_ev": 8.85, "largest_force_ev_per_a": 6.85, "homo_ev": -9.11}